# C40H48N2OReSSb2

A structure of composition C40H48N2OReSSb2 (the ωB97M-V functional and the def2-TZVPD basis, the Open Molecules 2025 dataset).

Computed properties:
* multiplicity: 4
* calculated total energy: -73284.98798 eV
* Kohn-Sham gap (alpha / beta): 0.2252 / 0.2571 hartree
* charge: +4
* relative energy (zero: lowest compared OMol25 entry of this formula, charge and spin): 64.87 kJ/mol
* maximum force: 0.97 eV Å⁻¹

The geometry in XYZ format:
```
95
C40H48N2OReSSb2 | the Open Molecules 2025 dataset | the ωB97M-V functional and the def2-TZVPD basis
Re -0.837 -0.299 -0.873
Sb 0.983 3.677 1.167
Sb -0.876 2.311 2.729
S 1.723 -2.402 -0.972
O 0.815 -1.206 -0.407
N -3.746 -0.639 -3.039
N -2.393 0.631 -1.594
C -4.436 1.631 -2.508
C -4.926 -0.757 -3.947
C -1.254 -5.108 -0.944
C -1.161 4.420 7.073
C -1.158 4.302 -0.883
C -2.899 -1.839 -2.925
C -5.583 2.182 1.608
C 0.603 2.892 -1.767
C -0.897 -5.891 -2.043
C -0.018 2.905 -3.011
C -3.493 0.472 -2.415
C -0.251 4.910 6.146
C 0.208 -5.570 -2.817
C 2.799 8.116 1.627
C -1.675 -1.806 -3.835
C 2.492 5.920 2.562
C -1.766 4.315 -2.132
C -0.493 -4.005 -0.603
C 1.524 6.493 0.386
C 1.755 5.595 1.424
C 0.618 -3.700 -1.389
C 2.461 -3.001 0.532
C -2.877 2.176 2.136
C -4.976 3.331 2.102
C 2.208 1.941 1.362
C -4.837 1.031 1.386
C 0.515 0.688 2.893
C -1.195 3.619 -3.192
C 2.060 7.768 0.504
C -0.154 4.321 4.894
C -1.893 2.741 5.515
C -3.616 3.336 2.372
C 0.980 -4.460 -2.497
C -0.974 3.237 4.590
C 3.018 7.198 2.648
C 0.033 3.595 -0.706
C 1.924 1.266 2.712
C -1.976 3.339 6.763
C -3.473 1.020 1.646
C -4.630 -0.279 -5.362
H -2.903 0.109 1.504
H -2.412 1.596 -1.252
H -2.629 -1.960 -1.869
H -1.646 3.671 -4.175
H 0.274 -0.080 2.157
H -2.106 -5.383 -0.338
H -5.567 4.215 2.302
H 1.848 -4.205 -3.093
H 3.607 7.476 3.513
H 0.549 4.719 4.170
H -2.683 2.965 7.490
H 1.962 1.297 0.514
H -1.596 4.876 -0.073
H -4.368 0.778 -5.400
H -3.826 -0.851 -5.820
H 0.443 2.396 -3.847
H -1.053 -0.922 -3.676
H -4.602 1.931 -3.542
H -1.970 -1.817 -4.882
H -5.761 -0.214 -3.512
H -4.060 2.486 -1.953
H 3.254 2.236 1.288
H 1.902 8.487 -0.288
H -5.200 -1.809 -3.962
H -2.537 1.901 5.278
H -1.238 4.887 8.046
H -1.486 -6.764 -2.289
H -1.077 -2.699 -3.652
H 1.685 -3.177 1.275
H -6.647 2.180 1.417
H 0.962 6.221 -0.498
H -2.661 4.904 -2.287
H 2.672 5.207 3.357
H 3.203 -2.281 0.870
H -5.325 0.129 1.042
H -0.748 -3.413 0.270
H 2.954 -3.939 0.272
H 2.640 0.451 2.844
H 3.213 9.112 1.705
H -3.156 4.226 2.787
H -3.519 -2.692 -3.189
H 2.130 1.965 3.529
H 0.480 -6.185 -3.663
H 0.384 0.287 3.897
H -5.405 1.352 -2.090
H 1.566 2.405 -1.660
H -5.523 -0.425 -5.968
H 0.372 5.758 6.395
```

Want to see where the charge sits? The Mulliken charges in e are: number 1, Re, carries 0.085; number 2, Sb, carries 1.054; number 3, Sb, carries 0.807; number 4, S, carries 0.305; number 5, O, carries -0.100; number 6, N, carries 0.377; number 7, N, carries 0.862; number 8, C, carries -1.935; number 9, C, carries -0.665; number 10, C, carries -0.760; number 11, C, carries -0.581; number 12, C, carries -0.264; number 13, C, carries -0.860; number 14, C, carries -0.632; number 15, C, carries -0.955; number 16, C, carries -0.508; number 17, C, carries -0.634; number 18, C, carries 1.462; number 19, C, carries -0.636; number 20, C, carries -0.629; number 21, C, carries -0.580; number 22, C, carries -0.435; number 23, C, carries -0.541; number 24, C, carries -0.969; number 25, C, carries -0.372; number 26, C, carries -0.373; number 27, C, carries 0.889; number 28, C, carries 0.801; number 29, C, carries -1.056; number 30, C, carries 0.509; number 31, C, carries -0.737; number 32, C, carries -0.520; number 33, C, carries -0.747; number 34, C, carries -0.381; number 35, C, carries -0.578; number 36, C, carries -0.698; number 37, C, carries -0.273; number 38, C, carries -0.647; number 39, C, carries -0.682; number 40, C, carries -0.561; number 41, C, carries 0.756; number 42, C, carries -0.818; number 43, C, carries 0.505; number 44, C, carries -0.969; number 45, C, carries -0.667; number 46, C, carries -0.411; number 47, C, carries -0.925; number 48, H, carries 0.653; number 49, H, carries -0.695; number 50, H, carries 0.284; number 51, H, carries 0.542; number 52, H, carries 0.042; number 53, H, carries 0.486; number 54, H, carries 0.485; number 55, H, carries 0.488; number 56, H, carries 0.442; number 57, H, carries 0.038; number 58, H, carries 0.446; number 59, H, carries 0.043; number 60, H, carries 0.573; number 61, H, carries 0.275; number 62, H, carries 0.274; number 63, H, carries 0.578; number 64, H, carries 0.102; number 65, H, carries 0.361; number 66, H, carries 0.371; number 67, H, carries 0.426; number 68, H, carries 0.320; number 69, H, carries 0.645; number 70, H, carries 0.439; number 71, H, carries 0.423; number 72, H, carries 0.419; number 73, H, carries 0.435; number 74, H, carries 0.477; number 75, H, carries 0.100; number 76, H, carries 0.381; number 77, H, carries 0.499; number 78, H, carries 0.374; number 79, H, carries 0.543; number 80, H, carries 0.471; number 81, H, carries 0.422; number 82, H, carries 0.547; number 83, H, carries 0.474; number 84, H, carries 0.431; number 85, H, carries 0.531; number 86, H, carries 0.438; number 87, H, carries 0.480; number 88, H, carries 0.286; number 89, H, carries 0.317; number 90, H, carries 0.468; number 91, H, carries 0.652; number 92, H, carries 0.490; number 93, H, carries 0.546; number 94, H, carries 0.397; number 95, H, carries 0.471